Record 1
{"formula": "C4H16NO2", "method": "ωB97M-V with the def2-TZVPD basis set", "species": ["C", "C", "C", "C", "N", "H", "H", "H", "H", "H", "H", "H", "H", "H", "H", "H", "H", "H", "H", "O", "H", "H", "O"], "positions_angstrom": [[-0.311, 0.568, 0.735], [-1.385, 0.861, -0.285], [-2.775, 1.013, 0.356], [-1.089, 2.080, -1.168], [0.661, -0.421, 0.227], [0.307, 1.405, 1.052], [-0.756, 0.089, 1.589], [-1.537, 0.063, -1.004], [-2.890, 2.020, 0.757], [-3.565, 0.789, -0.361], [-2.932, 0.294, 1.163], [-0.771, 2.920, -0.555], [-2.044, 2.413, -1.585], [-0.434, 1.822, -2.011], [1.474, -0.513, 0.863], [0.267, -1.349, 0.036], [1.257, -0.131, -0.588], [-0.208, -4.048, 0.334], [1.028, -3.480, -0.452], [0.245, -3.238, 0.076], [4.296, -0.128, 0.719], [3.798, 0.612, -0.512], [3.580, -0.147, 0.057]], "forces_ev_per_a": [[0.202, -0.551, -0.374], [-1.025, 0.662, -0.748], [0.256, -0.091, 0.411], [-0.701, -0.142, -0.030], [1.605, -0.054, -0.221], [-0.365, 0.363, -0.018], [-0.091, -0.010, 0.557], [0.542, -0.661, 0.212], [-0.234, 0.010, 0.050], [0.049, 0.365, -0.166], [0.131, 0.050, 0.109], [0.550, 0.064, -0.155], [0.045, -0.082, -0.248], [0.176, 0.420, 0.467], [-0.260, -0.381, 0.488], [-0.051, -0.187, 0.122], [-0.732, 0.315, -0.449], [0.104, -0.077, -0.079], [-0.313, -0.096, 0.240], [0.234, 0.164, -0.223], [-0.175, -0.160, 0.019], [-0.236, -0.017, -0.155], [0.287, 0.096, 0.192]], "relative_energy_ev": 0.1426, "homo_energy_ha": [-0.102, -0.413], "total_charge": 0, "spin_multiplicity": 2, "gap_ev": [3.483, 11.740], "s2": 0.750}

=====

Record 2
{"formula": "C30H35ClNPSSiTi", "method": "ωB97M-V with the def2-TZVPD basis set", "species": ["Ti", "Cl", "C", "C", "C", "C", "C", "C", "P", "C", "C", "C", "C", "C", "C", "C", "C", "C", "C", "C", "C", "H", "H", "H", "H", "H", "H", "H", "H", "H", "H", "H", "H", "H", "H", "C", "Si", "C", "C", "C", "C", "C", "C", "N", "C", "S", "H", "H", "H", "H", "H", "H", "H", "H", "H", "H", "H", "H", "C", "C", "C", "C", "H", "H", "H", "H", "H", "H", "H", "H", "H"], "positions_angstrom": [[-0.135, -0.104, -0.291], [-0.001, -0.418, 2.163], [-0.789, -1.859, 2.779], [-0.675, -2.166, 4.117], [-1.313, -3.309, 4.583], [-2.045, -4.109, 3.717], [-2.154, -3.774, 2.375], [-1.527, -2.632, 1.890], [-1.636, -2.096, 0.156], [-2.298, -3.507, -0.753], [-3.645, -3.606, -1.092], [-4.092, -4.745, -1.743], [-3.206, -5.767, -2.056], [-1.862, -5.663, -1.720], [-1.402, -4.529, -1.074], [-2.932, -0.811, 0.155], [-3.732, -0.475, 1.243], [-4.659, 0.549, 1.114], [-4.785, 1.241, -0.085], [-3.995, 0.905, -1.176], [-3.067, -0.116, -1.053], [-0.101, -1.538, 4.786], [-1.233, -3.572, 5.628], [-2.531, -5.001, 4.087], [-2.731, -4.396, 1.702], [-4.338, -2.813, -0.843], [-5.138, -4.835, -2.005], [-3.565, -6.650, -2.568], [-1.176, -6.462, -1.964], [-0.355, -4.438, -0.804], [-3.636, -1.008, 2.181], [-5.291, 0.806, 1.954], [-5.514, 2.036, -0.173], [-4.114, 1.431, -2.115], [-2.494, -0.444, -1.919], [4.898, -1.743, -4.191], [4.477, -0.205, -3.203], [4.921, 1.393, -4.088], [5.235, -0.223, -1.486], [2.538, -0.155, -3.196], [1.903, 0.027, -4.423], [0.520, 0.189, -4.534], [-0.234, 0.178, -3.393], [0.332, -0.043, -2.187], [1.685, -0.220, -2.094], [2.155, -0.534, -0.429], [5.978, -1.804, -4.345], [4.430, -1.735, -5.177], [4.588, -2.657, -3.680], [6.005, 1.457, -4.205], [4.600, 2.272, -3.526], [4.485, 1.456, -5.087], [6.322, -0.198, -1.593], [4.990, -1.119, -0.917], [4.950, 0.650, -0.896], [2.505, 0.054, -5.324], [0.043, 0.343, -5.491], [-1.298, 0.365, -3.421], [-0.548, 4.007, 1.283], [0.234, 2.755, 0.866], [1.453, 3.183, 0.044], [-0.723, 1.819, 0.105], [0.099, 4.684, 1.840], [-1.398, 3.750, 1.916], [-0.920, 4.533, 0.401], [0.576, 2.274, 1.789], [1.139, 3.730, -0.848], [2.061, 2.336, -0.264], [2.085, 3.843, 0.637], [-0.974, 2.290, -0.856], [-1.656, 1.715, 0.675]], "forces_ev_per_a": [[0.192, 0.346, 0.268], [0.272, 0.365, 0.699], [-0.386, -0.616, -0.070], [0.173, 0.257, 0.058], [-0.065, -0.058, -0.065], [0.009, -0.016, 0.034], [-0.042, 0.004, -0.033], [0.290, 0.239, -0.231], [-1.035, -0.368, 0.519], [0.473, 0.151, -0.188], [0.030, 0.049, 0.083], [-0.065, -0.024, -0.031], [-0.011, 0.013, 0.001], [0.047, -0.024, 0.001], [-0.040, 0.061, 0.031], [0.246, -0.157, -0.217], [0.061, 0.088, 0.070], [0.034, -0.021, 0.090], [0.030, 0.016, -0.060], [-0.030, 0.079, -0.023], [0.022, -0.143, 0.046], [-0.001, -0.014, -0.016], [0.020, 0.007, -0.002], [-0.011, 0.014, 0.004], [0.025, -0.016, -0.002], [-0.014, -0.005, -0.019], [0.008, 0.002, -0.001], [-0.004, 0.001, 0.012], [-0.006, 0.008, -0.004], [0.009, -0.049, -0.036], [-0.014, -0.009, -0.001], [0.003, 0.004, -0.009], [0.004, -0.001, 0.004], [0.004, -0.010, 0.003], [-0.024, 0.018, -0.024], [0.032, 0.251, 0.117], [0.078, 0.043, -0.102], [0.028, -0.284, 0.056], [-0.160, -0.040, -0.175], [0.149, 0.034, 0.221], [0.030, -0.028, 0.117], [-0.068, 0.025, 0.021], [-0.035, 0.128, -0.153], [0.326, -0.175, -1.340], [-0.201, 0.010, -0.150], [-0.538, 0.159, 0.405], [-0.009, 0.001, -0.004], [0.004, 0.017, -0.001], [-0.020, 0.026, 0.043], [-0.007, 0.004, -0.006], [-0.020, -0.035, 0.048], [0.016, -0.013, -0.003], [-0.008, 0.010, -0.072], [0.005, -0.021, -0.016], [-0.012, 0.005, -0.024], [-0.035, 0.021, -0.019], [0.020, 0.012, -0.006], [-0.016, -0.059, 0.050], [-0.056, -0.132, 0.055], [0.117, 0.210, -0.081], [-0.201, -0.100, 0.107], [0.315, 0.186, 0.382], [-0.016, 0.031, -0.007], [-0.016, 0.042, -0.001], [-0.005, 0.029, 0.013], [0.043, -0.076, -0.045], [-0.002, 0.001, 0.006], [0.113, -0.113, -0.069], [0.000, 0.015, -0.041], [-0.023, -0.242, -0.135], [-0.035, -0.131, -0.079]], "relative_energy_ev": 0.3192, "homo_energy_ha": -0.536, "total_charge": 2, "gap_ev": 7.189}

=====

Record 3
{"formula": "C19H17FN4O3S", "method": "ωB97M-V with the def2-TZVPD basis set", "species": ["O", "C", "N", "H", "C", "C", "C", "C", "C", "C", "C", "H", "H", "H", "H", "H", "H", "H", "C", "H", "H", "S", "C", "N", "N", "C", "O", "C", "N", "C", "O", "C", "C", "C", "C", "C", "C", "H", "H", "F", "H", "H", "H", "H", "H"], "positions_angstrom": [[-4.054, -1.302, 2.481], [-4.297, -0.566, 1.555], [-4.425, -0.965, 0.275], [-4.577, -0.266, -0.438], [-3.950, -2.259, -0.176], [-2.584, -2.115, -0.800], [-2.458, -1.669, -2.110], [-1.207, -1.491, -2.673], [-0.069, -1.756, -1.930], [-0.188, -2.183, -0.617], [-1.439, -2.356, -0.053], [-1.532, -2.672, 0.974], [0.693, -2.387, -0.026], [0.906, -1.630, -2.380], [-1.120, -1.151, -3.695], [-3.345, -1.469, -2.696], [-3.907, -2.903, 0.704], [-4.667, -2.665, -0.896], [-4.574, 0.920, 1.798], [-4.016, 1.234, 2.680], [-5.640, 1.077, 1.969], [-4.137, 2.007, 0.407], [-2.480, 1.557, 0.262], [-1.807, 0.770, 1.038], [-0.565, 0.699, 0.521], [-0.538, 1.439, -0.535], [-1.739, 2.024, -0.771], [0.613, 1.628, -1.448], [1.742, 0.868, -0.978], [2.949, 1.471, -0.789], [3.162, 2.613, -1.141], [3.990, 0.614, -0.155], [5.034, 1.255, 0.507], [6.039, 0.529, 1.114], [5.993, -0.852, 1.039], [4.980, -1.517, 0.370], [3.976, -0.777, -0.227], [3.199, -1.292, -0.771], [4.989, -2.594, 0.321], [6.967, -1.574, 1.624], [6.850, 1.012, 1.636], [5.040, 2.334, 0.533], [1.513, 0.027, -0.471], [0.912, 2.684, -1.494], [0.320, 1.315, -2.460]], "forces_ev_per_a": [[0.144, -0.237, 0.357], [-0.290, 0.420, -0.048], [-0.254, -0.143, -0.476], [0.071, 0.000, 0.190], [0.045, -0.032, 0.094], [-0.045, -0.108, 0.036], [0.001, -0.017, 0.057], [-0.004, 0.100, -0.114], [0.086, -0.066, -0.016], [0.034, -0.098, -0.058], [-0.049, -0.069, -0.071], [-0.024, -0.040, 0.150], [0.104, -0.011, 0.071], [0.099, 0.006, -0.034], [0.015, 0.007, -0.092], [-0.101, -0.006, -0.077], [-0.067, -0.009, -0.156], [0.083, -0.042, 0.103], [0.380, 0.106, -0.063], [-0.070, -0.132, -0.035], [0.032, 0.026, -0.030], [-0.538, 0.319, -0.050], [0.446, -0.439, 0.482], [-1.502, 0.435, 0.284], [1.416, 0.212, -0.815], [0.087, -0.466, 0.639], [-0.065, 0.067, -0.084], [0.080, 0.342, -0.456], [-0.319, -0.099, 0.026], [-0.143, -0.189, -0.122], [0.133, 0.248, 0.046], [0.243, -0.009, 0.098], [-0.151, -0.073, -0.099], [0.062, -0.190, 0.036], [-0.141, 0.044, -0.101], [0.209, -0.071, 0.156], [0.039, 0.247, 0.065], [-0.088, -0.063, -0.064], [0.026, -0.097, 0.001], [-0.084, 0.068, -0.053], [0.083, 0.028, 0.061], [0.005, 0.085, -0.005], [0.108, 0.051, 0.081], [-0.095, -0.208, -0.028], [0.001, 0.105, 0.112]], "relative_energy_ev": 0.0000, "homo_energy_ha": -0.336, "total_charge": 0, "gap_ev": 9.566, "smiles": "O=C(CSc1nnc(CNC(=O)c2ccc(F)cc2)o1)NCc1ccccc1"}

=====

no.,M (g mol⁻¹)
1,110.2
2,584.1
3,400.4